Entry 1:
Density functional theory data (ωB97M-V/def2-TZVPD) for C5H6N2 in the gas phase at a distorted geometry.

ORCA input file:
```
! wB97M-V def2-TZVPD RIJCOSX def2/J DEFGRID3
* xyz 0 1
N 1.66672 0.78938 0.03290
N -1.09239 -1.05526 0.05189
C 0.20645 0.75963 -0.01497
C -1.10036 1.23756 -0.03991
C -1.87562 0.05323 0.01534
C 1.70475 -0.68014 0.04969
C 0.19362 -0.64139 -0.09792
H -1.53361 -1.94243 0.05486
H 2.26003 -1.16328 -0.73183
H 2.24849 1.46930 -0.44335
H -1.44963 2.29203 0.12580
H 1.81752 -1.20269 0.91971
H -3.04598 0.08405 0.07778
*
```

Results
- Kohn-Sham gap (eV) = 8.25
- SMILES string = c1cc2c([nH]1)CN2
- LUMO energy (eV) = 1.1
- total energy (Eh) = -303.51030



Entry 2:
Density functional theory data (ωB97M-V/def2-TZVPD) for 2 unconnected molecules or ions with the total composition Br3ClSi at a distorted geometry.

ORCA input file:
```
! wB97M-V def2-TZVPD RIJCOSX def2/J DEFGRID3
* xyz 0 1
Br -1.41663 -1.35850 -1.17677
Br 0.36550 -0.44842 2.79429
Br -1.07277 2.02927 -0.57811
Cl 2.08060 -0.32577 -0.69281
Si 0.04331 0.10343 -0.34659
*
```

Results
- Kohn-Sham gap (eV) = 6.91
- LUMO energy (eV) = -2.6
- total energy (Eh) = -8471.81782



Entry 3:
Density functional theory data (ωB97M-V/def2-TZVPD) for a molecular structure, C4H8AgO3 at a distorted geometry.

ORCA input file:
```
! wB97M-V def2-TZVPD RIJCOSX def2/J DEFGRID3
* xyz 0 2
Ag 2.78932 2.32970 0.34175
O 0.15239 2.45235 0.27342
O 3.33004 0.14031 0.06150
O -1.81365 1.51098 -0.07358
C -0.50760 1.50080 -0.09383
C 2.82881 -1.13260 -0.01900
C -2.47656 0.27720 -0.45422
C -2.17810 -0.84110 0.46858
H -3.54482 0.54583 -0.45361
H -2.19111 0.03808 -1.48945
H 2.39882 -1.37299 -1.01978
H -1.73776 -0.79194 1.46532
H -2.55840 -1.83210 0.21603
H -0.09617 0.42888 -0.10658
H 2.01000 -1.33536 0.71340
H 3.59479 -1.91803 0.17005
*
```

Results
- Kohn-Sham gap (alpha / beta) (eV) = 6.56 / 6.55
- LUMO energy (alpha / beta) (eV) = -0.8 / -0.8
- expectation value of S² = 0.754
- total energy (Eh) = -529.71702



Entry 4:
Density functional theory data (ωB97M-V/def2-TZVPD) for C5H9NO in the gas phase at a distorted geometry.

ORCA input file:
```
! wB97M-V def2-TZVPD RIJCOSX def2/J DEFGRID3
* xyz 0 1
O -1.92808 0.22870 0.55493
N -0.69883 0.34524 -1.35817
C 0.55308 0.93734 1.22662
C 0.55230 0.33288 -1.08739
C 1.28048 -0.95115 -1.28053
C -0.70838 -0.20938 1.14509
C -1.82743 0.35289 -0.80332
H 0.99593 0.56779 2.13830
H -0.94683 -0.28103 2.20638
H -2.76121 0.52190 -1.32761
H -0.50048 -1.24323 0.78047
H 0.01124 1.87500 1.38874
H 1.45586 1.26249 0.64037
H 2.20678 -0.98895 -0.70199
H 0.70743 -1.87957 -1.13332
H 1.56129 -0.90009 -2.34064
*
```

Results
- Kohn-Sham gap (eV) = 8.28
- LUMO energy (eV) = 1.1
- total energy (Eh) = -325.74641